Here is a structure of composition C19H24BBr2ClNO8P in a non-equilibrium geometry from the OMol25 dataset. Energies are from ωB97M-V with the def2-TZVPD basis set.

Results
- Spin multiplicity: 1
- E_HOMO: -9.04 eV
- Total charge: 0
- Frontier orbital gap: 7.34 eV

Last column: natural (NBO) charge in e.
Geometry (Å):
C  1.29419  -0.22424  3.98881  -0.609
C  0.28895  -1.24594  3.31264  -0.454
C  -0.11710  -0.71959  1.90216  0.065
C  -1.24777  0.19879  1.67874  -0.375
B  -2.02364  0.67355  3.00138  1.155
O  -3.31820  0.31418  3.38662  -0.900
O  -1.31671  1.49993  3.89371  -0.903
C  -1.63729  0.65184  0.31812  -0.006
C  -2.81534  1.60689  0.01858  -0.289
Br  -4.58312  0.82243  0.55572  0.015
C  -2.69024  3.07283  0.66971  -0.248
C  -1.25903  3.45567  1.20233  -0.670
Br  -4.02924  3.46624  2.10521  0.011
C  -0.83284  0.13227  -0.81371  0.016
C  -1.14977  0.47296  -2.31547  -0.481
C  -0.35930  1.71036  -2.90463  0.085
O  -1.25898  2.36362  -3.85132  -0.735
C  0.02994  2.81142  -1.87401  -0.243
N  0.95211  3.78264  -2.53831  -0.835
C  0.32528  -0.75372  -0.59531  -0.059
C  0.70371  -1.19436  0.77101  -0.050
C  1.92898  -2.12205  0.92916  0.525
O  2.69882  -2.12748  1.85926  -0.512
C  2.19327  -3.10588  -0.27472  -0.416
P  2.99710  -4.75560  0.12025  1.097
O  4.45620  -4.32358  0.88005  -0.949
Cl  1.91783  -5.76456  1.60842  -0.302
C  1.85652  -2.70818  -1.53262  -0.039
C  2.12935  -3.61402  -2.76444  -0.138
O  0.98122  -4.36384  -3.19079  -0.260
O  1.32741  -4.85688  -4.44245  -0.429
C  1.21909  -1.28490  -1.74107  0.530
O  1.49906  -0.69228  -2.75538  -0.507
H  1.52116  0.67198  3.36076  0.218
H  0.89497  0.10763  4.98465  0.215
H  2.27865  -0.73340  4.17943  0.224
H  0.78578  -2.25232  3.24823  0.240
H  -0.59103  -1.40319  3.99570  0.216
H  -3.54710  -0.56537  3.03173  0.503
H  -1.76737  1.53375  4.75481  0.500
H  -2.93022  1.75848  -1.08629  0.257
H  -2.94612  3.81344  -0.13650  0.232
H  -0.40988  2.97323  0.67206  0.227
H  -1.23878  3.32638  2.31401  0.255
H  -1.14143  4.56610  1.03351  0.226
H  -2.24953  0.61208  -2.49805  0.224
H  -0.85941  -0.41496  -2.94630  0.238
H  0.55577  1.45275  -3.48856  0.214
H  -1.73060  1.66718  -4.33515  0.466
H  -0.86833  3.39596  -1.51270  0.182
H  0.56657  2.42677  -0.96908  0.196
H  1.61625  4.05828  -1.81072  0.356
H  0.43653  4.61223  -2.83935  0.364
H  4.60241  -3.38579  0.65286  0.497
H  2.53728  -2.94171  -3.57824  0.199
H  2.95393  -4.35998  -2.57368  0.211
H  1.37004  -4.09799  -5.06077  0.450

=====

Here is a cluster of 3 separate species, C19H24F2IO2P in total in a non-equilibrium geometry from the OMol25 dataset. Energies are from ωB97M-V with the def2-TZVPD basis set.

Results
- Spin multiplicity: 1
- E_HOMO: -8.39 eV
- SMILES: CC(=O)OCCPC[C@H](C)I.Fc1ccccc1.Fc1ccccc1
- Total charge: 0
- Frontier orbital gap: 8.76 eV

Last column: natural (NBO) charge in e.
Geometry (Å):
C  4.10676  -0.33016  3.06712  -0.718
C  3.29420  0.91921  2.30290  0.798
O  3.29547  0.84784  0.97438  -0.593
O  2.64769  1.87933  3.17949  -0.542
C  2.18272  3.10182  2.54802  -0.094
C  0.57175  3.25272  2.98250  -0.700
P  -0.29744  1.81218  1.99782  0.457
C  -1.33853  0.71152  3.17882  -0.735
C  -0.60021  -0.71599  3.58068  -0.305
C  -0.06353  -1.57665  2.28459  -0.692
I  -1.99425  -2.07506  4.66197  0.060
H  5.14420  -0.51394  2.54194  0.255
H  3.39386  -1.26802  3.05530  0.246
H  4.30573  -0.05891  4.18836  0.228
H  2.81248  4.05328  2.89592  0.197
H  2.17914  3.13880  1.38271  0.223
H  0.52027  3.09764  4.14503  0.239
H  0.19555  4.31170  2.63573  0.238
H  -1.15113  2.49483  1.02117  -0.002
H  -2.38018  0.54870  2.63175  0.251
H  -1.59293  1.27867  4.19320  0.240
H  0.30180  -0.46593  4.32075  0.229
H  1.00817  -2.00786  2.57362  0.214
H  -0.04055  -0.97491  1.27656  0.244
H  -0.73309  -2.54339  2.08033  0.254
F  -1.46332  -3.70764  0.63779  -0.324
C  -1.27315  -3.58183  -0.68229  0.398
C  -2.31264  -3.12040  -1.48241  -0.287
C  -2.11345  -2.98437  -2.85624  -0.182
C  -0.87906  -3.32205  -3.41662  -0.234
C  0.15651  -3.78912  -2.60582  -0.190
C  -0.03947  -3.91438  -1.23071  -0.289
H  -3.26715  -2.87091  -1.03061  0.229
H  -2.91730  -2.61709  -3.48938  0.224
H  -0.72556  -3.22003  -4.48881  0.214
H  1.11505  -4.05522  -3.04480  0.219
H  0.75741  -4.26735  -0.58456  0.228
F  -2.77234  -0.10610  -3.11703  -0.323
C  -1.92622  0.87813  -3.44871  0.402
C  -1.73284  1.93902  -2.57078  -0.285
C  -0.84806  2.96143  -2.91345  -0.190
C  -0.17413  2.91690  -4.13640  -0.229
C  -0.37881  1.85036  -5.01305  -0.191
C  -1.25507  0.82264  -4.66517  -0.286
H  -2.27135  1.96083  -1.62898  0.226
H  -0.68399  3.79133  -2.23058  0.217
H  0.51249  3.71682  -4.40522  0.216
H  0.14371  1.81994  -5.96612  0.219
H  -1.41920  -0.01833  -5.33072  0.226

=====

Here is a structure of composition C19H24InN2O8 from the OMol25 dataset. Energies are from ωB97M-V with the def2-TZVPD basis set.

Results
- Spin multiplicity: 1
- E_HOMO: -4.92 eV
- Total charge: -1
- Frontier orbital gap: 6.14 eV

Last column: Mulliken charge in e.
Geometry (Å):
C  2.18450  -1.66190  2.67725  -1.012
C  2.20098  -1.20241  1.20935  0.127
C  1.56007  0.13278  0.92814  0.421
O  2.10067  1.01111  0.30317  -0.638
O  0.28165  0.19412  1.33080  -0.150
C  -0.09321  1.12388  2.38402  -0.450
C  -1.60512  1.25567  2.35486  -0.999
In  -2.51581  -0.33885  3.63913  0.975
C  -3.47573  -1.79621  2.19174  -0.919
C  -2.56046  -2.86055  1.75501  0.581
O  -1.88396  -3.59301  2.42363  -0.575
O  -2.44462  -2.98891  0.33821  -0.495
H  3.19258  -1.63577  3.09451  0.301
H  1.82062  -2.68467  2.76183  0.297
H  1.53856  -1.04210  3.29874  0.193
H  1.66195  -1.93544  0.60220  -0.020
H  3.22125  -1.14421  0.82600  0.303
H  0.24633  0.69120  3.33232  0.244
H  0.44980  2.06588  2.23019  0.393
H  -1.90057  2.26246  2.66257  0.396
H  -1.90991  1.08851  1.31647  0.119
H  -1.16352  -1.14635  4.43855  -0.444
H  -3.71812  0.31090  4.76061  -0.428
H  -3.82192  -1.23231  1.32740  0.142
H  -4.33311  -2.24826  2.69887  0.401
H  -3.26202  -3.38685  0.02363  0.289
C  -2.57261  5.06456  -1.83708  -0.404
C  -2.98557  5.38939  -0.55166  -0.451
C  -3.57130  4.42723  0.25599  -0.377
C  -3.73155  3.15214  -0.25091  0.129
C  -3.32759  2.80257  -1.52481  -0.340
C  -2.74390  3.77493  -2.32195  -0.505
N  -4.33988  2.11627  0.61145  1.099
O  -4.68917  2.45033  1.72256  -0.593
O  -4.43957  0.99758  0.15036  -0.605
H  -2.10826  5.81765  -2.46070  0.372
H  -2.84518  6.39269  -0.17188  0.363
H  -3.89373  4.64859  1.26237  0.458
H  -3.46206  1.78882  -1.87116  0.465
H  -2.41504  3.52042  -3.32066  0.367
C  2.74533  -2.17818  -2.23876  -0.544
C  3.50467  -1.02514  -2.39288  -0.459
C  4.70477  -1.07637  -3.08463  -0.371
C  5.11254  -2.29024  -3.60961  0.147
C  4.37463  -3.45151  -3.46364  -0.375
C  3.17909  -3.38734  -2.76563  -0.507
N  6.38233  -2.34998  -4.35679  0.998
O  7.03020  -1.32617  -4.45936  -0.611
O  6.71261  -3.42071  -4.83098  -0.616
H  1.80837  -2.12851  -1.70023  0.603
H  3.16328  -0.09141  -1.96382  0.408
H  5.31658  -0.19670  -3.21606  0.451
H  4.73437  -4.37761  -3.88578  0.445
H  2.58577  -4.28196  -2.63300  0.400